1.
The following is a DFT calculation (the ωB97M-V functional and the def2-TZVPD basis) of 2 unconnected molecules or ions with the total composition C16H22Cl2N2O5.

Structure (XYZ):
```
47
Properties=species:S:1:pos:R:3:forces:R:3
O -0.65631 6.70010 3.59032 -0.8505 -0.5238 -1.6561
O -1.55887 -3.16409 -3.94017 0.2583 0.2404 0.1256
O 2.23027 -2.33658 -2.41256 -0.4654 0.1510 0.1485
Cl 2.33628 2.54587 5.11127 -0.4711 -0.0460 -0.3154
Cl -1.91386 0.74702 2.15895 0.4138 0.3570 0.3588
O -1.64568 6.10076 1.62584 0.3565 0.1455 0.8135
O 0.53786 0.50352 3.89611 -0.5094 0.6458 -0.3310
C -0.97156 5.84517 2.77935 0.7580 1.2946 1.3732
C -2.04450 -2.96040 -2.83829 -0.5551 -0.8153 -1.5454
C 1.09803 -2.73162 -2.15151 0.7124 0.3755 -0.2650
C 0.53989 4.17243 3.85854 0.0185 -0.1446 0.0362
C -1.32965 3.37200 2.55425 0.4682 -0.2208 0.2227
C 0.91905 2.85409 4.13374 -0.6584 1.1954 -0.4734
C -0.96035 2.05243 2.82760 -0.0390 0.4288 0.0084
C 0.16495 1.79223 3.62104 0.6549 -1.1766 0.4695
C -0.58308 4.45251 3.05767 0.1326 -1.9093 -0.1432
N 0.83107 -4.03620 -2.00958 -0.7443 -0.6494 0.4785
N -1.39707 -2.32808 -1.85912 0.9553 0.5434 1.0510
C -3.43308 -3.46065 -2.51735 0.0544 0.0517 0.0049
C 1.81757 -5.10280 -2.16941 0.0463 0.5889 -0.1558
C 1.54935 0.95364 -2.03354 0.1533 -0.7375 -0.0893
C 1.30674 1.08677 0.40937 0.1582 -0.5793 0.0450
C 1.38591 0.11402 -0.76595 -0.2969 0.5289 -0.1299
C 0.11578 -0.76308 -0.78482 0.7237 -0.1708 -0.2837
C -0.06269 -1.71614 -1.98992 -0.3219 -0.0629 0.1115
H -1.65182 5.30186 1.08750 -0.0221 -0.0132 -0.1059
H 1.31976 0.51105 4.47316 -0.1787 0.1097 -0.1545
H 1.12837 4.98918 4.27295 -0.2069 -0.1277 -0.1486
H -2.22600 3.53159 1.96148 0.0886 -0.0337 0.0768
H -0.13305 -4.29327 -1.87853 0.1125 -0.0368 -0.0371
H -1.87689 -2.21175 -0.98183 0.0633 0.0550 0.0485
H -4.08551 -2.61168 -2.32257 -0.1529 -0.0324 0.1352
H -3.39649 -4.11146 -1.64582 -0.1783 -0.0021 0.1348
H -3.81037 -4.01879 -3.37373 0.0898 0.0989 0.1180
H 2.17199 -5.11983 -3.20180 0.0684 -0.0620 0.0638
H 1.37568 -6.06952 -1.92696 -0.0981 0.2086 0.0162
H 2.67029 -4.91960 -1.51340 -0.0455 -0.0282 -0.0746
H 2.40807 1.61675 -1.92898 -0.0537 0.0818 -0.0347
H 1.73523 0.30120 -2.88673 -0.0163 0.1265 -0.1223
H 0.65265 1.54536 -2.21509 -0.0621 0.1296 -0.0522
H 2.21487 1.68827 0.45266 -0.0347 0.0858 0.0452
H 0.44396 1.74221 0.30020 -0.0737 0.1148 0.0817
H 1.22582 0.51661 1.33247 -0.1099 0.1483 0.2649
H 2.26809 -0.50861 -0.62711 -0.0082 -0.1396 -0.1470
H 0.10468 -1.35720 0.13023 -0.1007 -0.0669 0.1666
H -0.74785 -0.09640 -0.75695 -0.1438 0.0088 -0.0463
H -0.06755 -1.11891 -2.90294 0.1103 -0.1360 -0.0874
```
Forces are in eV/Å.

Calculated values
- M (g/mol) = 393.27
- gap between HOMO and LUMO (eV) = 9.4
- spin multiplicity = 1
- E (Ha) = -2029.0478
- lowest unoccupied orbital energy (eV) = 0.00
- energy above the lowest of the compared OMol25 structures with the same formula, charge and spin (kJ/mol) = 0.00

2.
The following is a DFT calculation (the ωB97M-V functional and the def2-TZVPD basis) of a single C16H22ClF3N4O2 molecule.

Structure (XYZ):
```
48
Properties=species:S:1:pos:R:3:forces:R:3
C -5.54064 0.07366 -1.55516 0.3956 -0.0330 0.1001
C -4.27066 -0.75436 -1.43305 -0.4284 -0.1788 -0.4508
H -4.43603 -1.64984 -0.83131 0.0809 0.1059 -0.0837
H -3.89832 -1.03000 -2.42465 -0.0329 -0.0420 0.2036
O -3.24414 -0.03324 -0.74056 0.2421 0.1814 0.3749
C -2.51368 0.81135 -1.44956 -0.0931 -0.0469 -0.5020
O -2.64159 1.00268 -2.63794 0.0033 -0.0436 0.3144
C -1.43533 1.52378 -0.65450 0.2462 0.0780 0.8935
N -1.10281 1.46489 0.56745 0.0256 0.1548 -0.6769
C -1.71502 0.64448 1.56716 -0.3514 -0.4416 0.3213
C -1.11057 -0.76450 1.59220 0.2129 0.3948 0.0999
H -1.31594 -1.27094 0.64867 -0.0279 -0.0557 -0.0071
C 0.40228 -0.72399 1.80983 -0.2546 -0.1523 -0.1623
N 0.96314 -2.06415 1.87830 0.0320 0.0464 0.0083
C 2.34673 -2.10023 1.45670 -0.0720 -0.0140 -0.0341
H 2.41537 -1.76040 0.42540 0.0740 0.0137 -0.0158
H 2.70522 -3.12731 1.50409 0.0929 -0.0354 -0.0136
H 3.00369 -1.47077 2.07863 0.0417 0.0226 0.0309
C 0.80953 -2.65101 3.19258 -0.0412 -0.0144 -0.1204
H 1.16263 -3.68083 3.16559 -0.0119 -0.0553 0.0830
H 1.37395 -2.10615 3.96732 0.0144 0.0224 0.0243
H -0.24174 -2.65743 3.47141 -0.0404 -0.0408 0.1002
H 0.62989 -0.14076 2.71902 0.0698 0.0337 -0.0141
H 0.85453 -0.19999 0.96447 0.0427 -0.0029 0.0652
H -1.59426 -1.32675 2.39110 -0.0489 -0.0770 0.0225
H -2.80060 0.56476 1.44069 0.1353 0.0632 0.1384
H -1.50323 1.13728 2.52226 -0.1454 -0.1345 -0.0040
N -0.75610 2.40121 -1.46247 0.3005 0.1332 -0.7865
N 0.42805 2.97174 -1.02736 -0.5397 0.5842 0.1450
C 1.53486 2.16345 -0.85208 0.4300 -0.4027 -0.0591
C 1.72251 1.01209 -1.61556 0.1198 0.0133 0.1779
C 2.88297 0.26456 -1.48692 0.0008 0.0368 0.0885
C 3.88418 0.63754 -0.60225 -0.1212 -0.0567 -0.1245
C 3.70740 1.77655 0.16537 -0.0492 -0.0701 -0.0917
C 2.55424 2.52627 0.04047 -0.1194 -0.1952 -0.1903
Cl 2.35586 3.94101 1.01279 -0.0218 0.1710 0.1263
H 4.46807 2.08083 0.86642 0.0361 0.0765 0.0846
H 4.78027 0.04643 -0.50798 0.0776 -0.0520 0.0199
C 3.04996 -0.94412 -2.36232 0.0714 -0.1797 -0.2966
F 1.91463 -1.65100 -2.48932 -0.2460 0.0407 0.1147
F 3.41904 -0.61068 -3.61554 0.0231 0.1900 -0.0626
F 3.98170 -1.79725 -1.91466 0.1595 0.0286 0.2463
H 0.95750 0.69567 -2.30757 -0.0925 0.0061 -0.0581
H 0.27870 3.61424 -0.25289 -0.0694 -0.2112 -0.2493
H -0.91253 2.33954 -2.46094 0.0934 0.1420 0.2543
H -6.31696 -0.52168 -2.02671 -0.1015 -0.0546 -0.0468
H -5.35461 0.95473 -2.16464 -0.0388 0.0430 -0.0503
H -5.88218 0.38863 -0.57195 -0.0739 0.0078 0.0630
```
Forces are in eV/Å.

Calculated values
- M (g/mol) = 394.83
- gap between HOMO and LUMO (eV) = 8.8
- spin multiplicity = 1
- E (Ha) = -1752.1792
- lowest unoccupied orbital energy (eV) = 0.45
- energy above the lowest of the compared OMol25 structures with the same formula, charge and spin (kJ/mol) = 0.00

3.
The following is a DFT calculation (the ωB97M-V functional and the def2-TZVPD basis) of a single C16H22N2O2S2 molecule.

Structure (XYZ):
```
44
Properties=species:S:1:pos:R:3:forces:R:3
C 0.19221 2.17101 -6.07529 0.0162 0.2365 0.0887
C 0.67804 3.13814 -5.00311 0.0450 -0.3199 0.0239
C 1.46590 2.41016 -3.91396 -0.1217 0.3516 -0.1495
C 1.95102 3.37768 -2.84423 0.1647 -0.5761 0.4251
H 2.66664 4.08353 -3.26583 -0.0362 0.0802 0.0562
H 1.13808 3.95267 -2.39790 0.0119 0.1230 -0.0724
S 2.90883 2.55024 -1.51686 0.0777 0.3730 -0.3109
C 1.72505 1.58438 -0.66881 0.0135 -0.1667 0.0908
N 2.20855 0.70014 0.14232 0.6618 0.2851 -0.2902
C 1.31251 -0.03008 0.82860 -0.8350 -0.0449 0.0534
C -0.07166 0.09033 0.72733 0.6534 -0.0798 0.1038
C -0.75632 -0.82747 1.57037 0.1678 -0.2720 0.3212
C 0.10033 -1.61191 2.27414 -0.0131 0.3017 -0.2338
S 1.77763 -1.26838 1.94444 -0.4316 0.1548 -0.1300
C -0.35642 -2.69918 3.18686 0.2742 -0.2780 0.1102
O -1.74856 -2.67443 3.38366 -0.1231 0.0747 0.0818
C -2.55768 -2.39143 2.23314 -0.3700 0.0899 -0.2862
C -3.99128 -2.44308 2.75983 0.4711 -0.0157 -0.0609
H -4.68113 -2.02788 2.03230 -0.1234 0.0242 -0.0829
H -4.27091 -3.46800 2.98665 -0.0897 -0.1399 0.0143
H -4.04924 -1.86316 3.67676 -0.0275 0.0985 0.0657
C -2.31663 -3.44856 1.13801 -0.0416 0.1305 0.1721
C -3.33327 -3.43587 0.00241 0.1781 -0.0213 0.1370
H -4.32879 -3.68048 0.36109 -0.1377 -0.0157 -0.0161
H -3.36722 -2.46472 -0.48457 -0.0606 0.0919 -0.1104
H -3.05103 -4.17618 -0.74319 -0.0434 -0.0278 -0.0975
H -2.32981 -4.42951 1.61987 0.0582 -0.0016 0.0483
H -1.32084 -3.29572 0.71536 0.0513 -0.0789 0.0384
C -2.23220 -0.97578 1.72238 -0.0472 -0.2791 0.1801
H -2.58944 -0.24305 2.45147 -0.1063 0.0026 -0.0489
H -2.72901 -0.76554 0.77634 -0.0646 -0.0038 0.0430
H -0.03038 -3.67656 2.79058 -0.0581 0.1091 0.0727
H 0.08175 -2.58463 4.18418 0.0042 -0.0612 -0.1205
C -0.61637 1.05662 -0.18734 0.2260 -0.0012 -0.0426
O -1.77778 1.29164 -0.44503 -0.3501 0.0441 -0.0100
N 0.39319 1.78397 -0.84667 -0.0121 0.1083 -0.0408
H 0.05374 2.49776 -1.47949 0.0467 -0.1373 0.1118
H 2.33074 1.91315 -4.35733 -0.0015 -0.0733 0.0385
H 0.83438 1.63516 -3.47339 0.0537 -0.0533 -0.0012
H 1.31192 3.90173 -5.45846 -0.0140 0.1004 0.0199
H -0.18106 3.64353 -4.55537 0.0118 0.0948 0.0134
H 1.03417 1.66927 -6.54640 0.0600 -0.0882 -0.0844
H -0.45863 1.41524 -5.64148 -0.0713 -0.1050 0.0016
H -0.36427 2.70300 -6.84251 -0.0676 -0.0341 -0.1230
```
Forces are in eV/Å.

Calculated values
- M (g/mol) = 338.50
- gap between HOMO and LUMO (eV) = 8.4
- spin multiplicity = 1
- E (Ha) = -1679.2965
- lowest unoccupied orbital energy (eV) = 0.50
- energy above the lowest of the compared OMol25 structures with the same formula, charge and spin (kJ/mol) = 5.35

4.
The following is a DFT calculation (the ωB97M-V functional and the def2-TZVPD basis) of a single C16H22N2O5S2 molecule.

Structure (XYZ):
```
47
Properties=species:S:1:pos:R:3:forces:R:3
O -2.64108 -1.76578 -0.26799 -0.2926 0.0190 -0.0269
C -1.51500 -1.47884 -0.61639 0.1888 0.0426 -0.0112
N -0.48108 -2.35627 -0.56830 0.2545 -0.2427 -0.0332
H 0.41907 -2.08923 -0.93520 -0.0902 0.0633 -0.0410
C -0.64305 -3.71856 -0.11974 -0.0725 0.2862 0.3506
C -0.35378 -4.73477 -1.21443 0.0764 -0.5301 0.4805
H 0.51101 -4.45824 -1.81171 0.1003 -0.0161 -0.0187
H -1.20605 -4.94975 -1.84887 -0.0524 -0.0874 -0.0490
S 0.09734 -6.25476 -0.29420 -0.0692 -0.1580 -0.0479
O -0.94264 -7.23668 -0.40004 -0.4279 0.0790 0.1127
O 1.42691 -6.65075 -0.66364 0.3932 0.2926 0.0524
C 0.11454 -5.50530 1.37344 0.0151 -0.1664 -0.7378
H -0.84331 -5.72209 1.83585 -0.1106 -0.0331 0.0214
C 0.29792 -4.04070 1.05366 -0.1873 0.3495 0.0603
H 1.33065 -3.86269 0.74487 0.0548 0.0797 0.0293
H 0.07222 -3.40042 1.90729 0.0455 -0.0055 -0.0296
H 0.92833 -5.93693 1.94509 0.0578 -0.1629 -0.0451
H -1.68546 -3.80196 0.20878 0.1961 -0.0329 -0.0435
C -1.15324 -0.12598 -1.13784 -0.0168 0.3893 -0.0201
C 0.08767 0.45590 -0.89913 -0.1343 -0.2282 -0.0257
C 0.35524 1.71289 -1.40037 0.6517 0.2688 0.0317
C -0.57470 2.40339 -2.15358 0.0125 0.0520 -0.0756
C -1.82004 1.83517 -2.37604 0.0639 0.0083 0.0440
C -2.11051 0.58451 -1.85846 0.0413 -0.1260 0.0869
H -3.07827 0.13149 -2.01152 -0.0872 -0.0354 -0.0069
H -2.56170 2.36692 -2.95204 -0.0501 0.0394 -0.0628
H -0.30711 3.36605 -2.56002 -0.0364 0.1275 -0.0835
S 1.96190 2.44435 -1.04313 0.1457 0.0722 0.1271
O 2.27576 3.35257 -2.10442 -0.3338 0.1113 0.0033
O 2.85510 1.36017 -0.75234 -0.2446 -0.0866 0.1711
N 1.81367 3.33590 0.33855 0.3024 -0.5278 -0.9155
C 1.13470 4.60679 0.26915 -0.4505 0.5053 -0.3351
C -0.33300 4.50537 0.69033 0.1871 0.0807 0.2239
C -0.43084 3.85837 2.07055 -0.1648 -0.1832 -0.2040
C 0.24436 2.48841 2.04618 0.1431 0.2453 0.1187
C 1.69925 2.64094 1.59705 -0.1309 -0.6193 0.4221
H 2.18747 1.67518 1.46582 0.0339 0.0482 0.2526
H 2.25546 3.21250 2.34934 0.0219 -0.0506 -0.0620
H 0.21913 2.03440 3.03778 -0.0031 -0.0782 -0.0029
H -0.29177 1.83224 1.35695 -0.0120 -0.0391 0.0556
H -1.47703 3.75569 2.36357 0.0201 0.0573 0.0749
H 0.06615 4.49477 2.80630 -0.0122 0.0591 0.0947
H -0.88571 3.90086 -0.03183 -0.0364 0.0665 0.0019
H -0.77182 5.50389 0.70618 -0.0326 0.0201 -0.0694
H 1.23827 4.96001 -0.75685 -0.0139 0.2221 0.1369
H 1.65837 5.30490 0.93275 0.0150 -0.0312 -0.0750
H 0.85668 -0.03394 -0.32142 0.0412 -0.1447 0.0697
```
Forces are in eV/Å.

Calculated values
- M (g/mol) = 386.49
- gap between HOMO and LUMO (eV) = 9.7
- spin multiplicity = 1
- E (Ha) = -1904.9869
- lowest unoccupied orbital energy (eV) = 0.10
- energy above the lowest of the compared OMol25 structures with the same formula, charge and spin (kJ/mol) = 107.23

> Which of these has the highest energy above the lowest of the compared OMol25 structures with the same formula, charge and spin?

C16H22N2O5S2

> Among the records above, which one has the highest lowest unoccupied orbital energy?

C16H22N2O2S2

> Look up the spin multiplicity of the fourth one.

1